Computed, not measured: a structure of composition C18H18AuBrN3O3S, with wB97M-V/def2-TZVPD.

The geometry in XYZ format:
```
45
Properties=species:S:1:pos:R:3:forces:R:3:nbo_charge:R:1
Au -1.03656 1.76868 0.50445 -1.0605 0.4011 0.9478 1.23
C 0.97164 -3.69872 0.12705 -0.1163 0.0633 -0.1941 -0.61
C 0.27274 -3.33892 -1.18035 0.6585 -0.3077 -0.0241 -0.22
N -0.83736 -2.43102 -0.95125 -0.0992 0.4689 0.1089 -0.33
C -2.13146 -3.03562 -0.72815 -0.8788 -0.2175 -0.1528 -0.22
C -2.91226 -3.17442 -2.03325 0.1319 -0.0546 0.2378 -0.62
C -0.64916 -1.12392 -0.98505 0.6531 -0.0258 -0.0976 0.33
S -2.05676 -0.06902 -0.81175 -0.0904 0.7279 0.1771 0.21
N 0.52054 -0.64982 -1.32225 -0.5398 -0.8585 -0.1850 -0.58
C 1.14604 0.46688 -1.03775 0.4648 0.3614 -0.0918 0.68
O 0.88124 1.23498 -0.06625 -0.0087 0.0221 0.2183 -0.70
C 2.29564 0.78698 -1.89705 0.1784 0.2622 -0.1127 -0.12
C 3.06494 1.91708 -1.61725 -0.1102 -0.0978 0.0153 -0.16
C 4.09954 2.27618 -2.45795 0.0165 -0.0651 -0.0981 -0.21
C 4.36474 1.51668 -3.59095 -0.0464 -0.0389 0.0887 -0.15
C 3.61514 0.37898 -3.86425 0.0070 0.0364 -0.0668 -0.22
C 2.58294 0.01118 -3.02395 -0.0681 0.1193 0.1931 -0.16
H 1.82214 -4.33802 -0.08195 0.1130 -0.1115 -0.0032 0.24
H 0.29774 -4.22892 0.79245 -0.0766 -0.0824 0.1341 0.21
H 1.33014 -2.80612 0.63005 0.0726 0.1420 0.0537 0.22
H -0.12506 -4.23842 -1.65465 -0.0527 0.1216 -0.0107 0.22
H 0.97564 -2.86542 -1.86575 -0.1134 -0.0349 0.0249 0.24
H -2.69956 -2.42482 -0.02395 0.0699 -0.2201 0.0926 0.22
H -1.96056 -4.01782 -0.28125 -0.0224 0.1799 0.0776 0.23
H -3.14706 -2.19622 -2.44215 -0.0395 0.1244 -0.0850 0.21
H -3.84476 -3.69722 -1.84825 -0.1092 -0.0891 -0.0159 0.24
H -2.34016 -3.72702 -2.77275 0.0372 -0.1012 -0.0958 0.22
H 2.83214 2.50378 -0.74375 0.0133 0.0966 0.0890 0.23
H 4.69334 3.14928 -2.23915 0.0495 0.0950 0.0067 0.23
H 5.15424 1.81398 -4.26515 0.0808 -0.0066 -0.0193 0.23
H 3.82854 -0.21272 -4.74225 0.0197 -0.0168 -0.0461 0.23
H 1.97614 -0.85542 -3.23475 0.0240 -0.0790 -0.0530 0.22
Br 0.12604 -0.18652 3.34205 0.1329 -0.1430 0.0308 0.10
C -0.82206 1.35718 3.82935 -0.0041 0.1110 0.4975 0.14
C -0.98756 1.73268 5.15545 0.1187 -0.2599 -0.2779 -0.26
C -1.71466 2.88258 5.42145 -0.1433 0.2461 -0.0986 -0.12
C -2.27676 3.60878 4.38045 0.3047 -0.4291 -0.0041 -0.20
C -2.06376 3.13238 3.09845 -0.9451 1.2115 -0.5693 0.10
N -1.34656 2.06258 2.84595 0.6890 -0.6466 -0.9419 -0.52
C -2.72846 3.82338 1.85775 0.6388 0.3323 3.6610 0.75
O -3.31516 4.84878 2.08475 -0.3321 0.2048 -0.6546 -0.56
O -2.58596 3.19248 0.78325 0.3889 -1.4208 -2.8950 -0.73
H -0.56116 1.13538 5.94435 0.0477 -0.0373 0.0575 0.25
H -1.85036 3.21048 6.44085 0.0135 -0.0271 0.1093 0.24
H -2.85816 4.50468 4.52495 -0.0678 0.0435 -0.0285 0.27
```
Positions in Å, forces in eV/Å.

Output
- E (Eh) = -4194.300049
- spin multiplicity = 3
- total charge = +1
- ⟨S²⟩ = 2.012
- Kohn-Sham gap (spin up / spin down) (Ha) = 0.3215 / 0.1740
- ΔE to the lowest compared entry with this formula, charge and spin (kcal/mol) = 7.2

=====

Computed, not measured: a structure of composition C14H39ClGaIN3O2P3, with wB97M-V/def2-TZVPD.

The geometry in XYZ format:
```
64
Properties=species:S:1:pos:R:3:forces:R:3:nbo_charge:R:1
C -6.84646 -1.72558 -3.29816 -0.0738 0.2920 0.1007 -0.75
C -5.49627 -2.28644 -2.97691 0.9346 -4.0808 -1.2113 0.61
H -7.44562 -2.48788 -3.80976 0.3358 0.0375 0.1405 0.29
H -6.73918 -0.84827 -3.94657 0.0376 -0.1080 0.1981 0.28
H -7.35166 -1.42192 -2.37422 0.1642 0.0223 -0.1506 0.28
O -5.02123 -3.36411 -3.20439 -1.3001 3.4023 0.7944 -0.41
I -4.20024 -0.77811 -1.87747 -0.3031 0.4618 0.0963 -0.02
Ga -1.64236 0.00285 -0.68903 0.2641 1.1451 0.4269 0.99
P -2.03334 -0.93747 1.46971 -0.0327 -0.3989 1.2565 0.98
C -0.88836 -2.17951 2.11291 0.2402 -0.3176 -0.3510 -0.96
C -1.99650 0.34148 2.77201 0.0354 0.4229 -0.4593 -0.94
H -2.40899 -0.08124 3.69954 0.1229 -0.0112 -0.3389 0.27
H -3.97053 -1.78937 2.64984 0.1974 0.0476 -0.3325 0.27
H -2.59798 1.20058 2.45475 0.1024 -0.1368 0.1790 0.28
H -4.42180 -1.03759 1.07780 0.1403 -0.1809 0.3037 0.27
H 0.09107 -1.72447 2.31837 -0.3410 -0.0133 -0.1144 0.29
H -0.96273 0.67177 2.94437 -0.2290 -0.1082 -0.0955 0.27
C -3.69246 -1.67866 1.59074 -0.0836 0.0752 -0.3424 -0.95
H -1.29066 -2.61674 3.03897 -0.0195 0.2222 -0.2838 0.27
H -3.69171 -2.66093 1.10060 -0.0227 0.2195 0.1258 0.27
H -0.76655 -2.97608 1.36959 0.0423 0.0553 0.2258 0.26
P -0.61420 0.48349 -2.77667 1.0025 0.2661 -0.7604 0.99
C 0.89388 -0.46395 -3.10256 0.0268 -0.3132 0.1053 -0.96
C -1.67437 0.31513 -4.24725 -0.3070 -0.1367 0.2043 -0.95
H -0.89739 2.86065 -2.45262 0.2364 -0.0431 -0.1324 0.28
H 0.22892 2.50609 -3.80901 -0.0899 -0.2063 0.2934 0.27
H 0.78074 2.35501 -2.10106 -0.2854 -0.0893 -0.1701 0.27
C -0.06839 2.22584 -2.78760 -0.2424 0.0130 0.4372 -0.94
H -2.68142 0.68656 -4.01422 0.3190 -0.0132 -0.2061 0.27
H -1.24640 0.89393 -5.08143 -0.0528 -0.2154 0.3728 0.28
H 1.38162 -0.09619 -4.01870 -0.2425 -0.0854 0.2737 0.27
H 0.63337 -1.52349 -3.22623 0.1528 0.2195 -0.0217 0.26
H -1.74915 -0.74393 -4.52860 0.0020 0.2768 0.0592 0.27
H 1.56409 -0.35703 -2.23824 -0.2363 -0.0145 -0.2791 0.29
Cl -2.54555 2.02395 -0.28591 0.1888 -0.7424 -0.1975 -0.51
C 0.64606 2.65219 1.39786 -0.0386 -0.0518 -0.0375 -0.41
N 1.66303 1.70865 1.89667 -0.2419 -0.1464 -0.2915 -0.82
C 2.60684 2.38987 2.78592 0.1959 0.1756 0.2828 -0.41
P 2.08438 0.37889 0.98626 1.1063 0.3636 0.7489 2.46
O 1.01466 0.03467 -0.00720 -0.9674 -0.0350 -0.3012 -1.18
N 3.58835 0.75476 0.32038 -0.6385 -0.0542 0.2276 -0.81
C 4.35814 -0.34345 -0.27531 0.0260 -0.2435 0.0123 -0.41
C 3.72421 2.02649 -0.40298 -0.1416 0.0903 -0.0219 -0.41
N 2.33910 -0.91047 2.02767 -0.3252 0.0650 -0.6443 -0.82
C 2.38243 -2.28629 1.50837 0.0521 -0.1010 -0.1097 -0.41
C 3.12642 -0.74372 3.24527 0.2331 -0.0939 0.3752 -0.42
H 1.07606 3.37637 0.68082 -0.1734 -0.1954 0.2358 0.19
H 0.25806 3.21607 2.26089 0.0893 -0.1745 -0.3294 0.22
H -0.19786 2.13755 0.92295 0.4048 0.1356 0.1420 0.21
H 2.01515 2.97396 3.50595 0.2422 -0.1721 -0.1583 0.22
H 3.22480 1.68998 3.35700 -0.1384 0.3308 -0.3476 0.22
H 3.25655 3.09032 2.23728 -0.1288 -0.1846 0.2269 0.19
H 5.18877 0.09412 -0.83936 -0.1552 -0.2443 0.1635 0.23
H 4.77741 -1.00319 0.49762 -0.1363 0.2323 -0.2273 0.21
H 3.75053 -0.94850 -0.96789 0.2231 0.0690 0.0748 0.18
H 3.03414 2.10523 -1.26269 0.1934 0.0148 0.1862 0.17
H 3.56777 2.88294 0.26627 -0.0268 -0.2752 -0.2613 0.21
H 4.74754 2.08283 -0.78874 -0.2536 0.1206 0.1170 0.23
H 3.38217 -2.57319 1.14565 -0.3005 0.0428 0.1159 0.20
H 2.11172 -2.96383 2.33017 0.0593 0.1143 -0.2521 0.21
H 1.65717 -2.42660 0.70032 0.2063 0.1320 0.0830 0.21
H 4.12319 -0.32211 3.04930 -0.1863 -0.0569 0.0874 0.21
H 2.59089 -0.12633 3.97544 0.1753 -0.1381 -0.1600 0.21
H 3.27012 -1.73556 3.69349 -0.0381 0.3164 -0.0836 0.22
```
Positions in Å, forces in eV/Å.

Output
- E (Eh) = -4577.940422
- total charge = +2
- Kohn-Sham gap (Ha) = 0.2745

=====

Computed, not measured: a cluster of 2 separate species, C4H14N2O in total, with wB97M-V/def2-TZVPD.

The geometry in XYZ format:
```
21
Properties=species:S:1:pos:R:3:forces:R:3:nbo_charge:R:1
N 1.11011 1.17569 1.24590 0.2408 -1.1238 0.6609 -0.86
C 0.83334 -0.20313 1.81012 0.0770 0.9863 -0.8115 0.00
O 1.68236 -0.64041 2.72585 0.2379 -0.2267 0.2423 -0.21
H 2.02070 1.12414 0.79897 0.0820 0.1163 -0.1502 0.40
H 1.25326 1.77684 2.05544 -0.1540 0.2303 -0.1360 0.40
H -0.17252 -0.17677 2.22187 -0.4328 -0.0910 0.4123 0.22
H 0.76291 -0.89769 0.96143 0.1715 -0.2279 -0.0107 0.21
C -1.40917 0.24577 -1.03308 0.0168 -0.2122 0.0738 -0.22
C -0.30664 -0.36676 -1.88581 0.0956 0.0500 0.2047 -0.42
C -0.52576 -1.86299 -2.02613 -0.0714 -0.1745 -0.0132 -0.61
N -0.95312 1.51762 -0.40945 0.6644 0.3142 -0.0965 -0.73
H -2.29773 0.44124 -1.62586 -0.1086 0.0204 -0.0178 0.23
H -1.69216 -0.43112 -0.22705 0.0138 0.0331 0.0678 0.21
H 0.66627 -0.18309 -1.41627 -0.0068 0.0134 -0.0214 0.19
H -0.28132 0.12439 -2.85673 0.0216 0.0229 -0.1122 0.23
H -0.38403 -2.36516 -1.06664 -0.0007 -0.0040 -0.0181 0.21
H -1.54191 -2.07471 -2.35347 -0.0712 -0.0418 -0.0833 0.22
H 0.15393 -2.31652 -2.74318 0.0479 0.0623 -0.0153 0.24
H -0.04617 1.37842 0.27758 -0.4624 0.2784 -0.3234 0.44
H -0.65719 2.17133 -1.14345 -0.1821 -0.0685 0.2364 0.42
H -1.67489 1.97172 0.14364 -0.1791 0.0428 -0.0887 0.42
```
Positions in Å, forces in eV/Å.

Output
- E (Eh) = -345.242786
- spin multiplicity = 2
- total charge = +1
- ⟨S²⟩ = 0.754
- Kohn-Sham gap (spin up / spin down) (Ha) = 0.4422 / 0.3297
- ΔE to the lowest compared entry with this formula, charge and spin (kcal/mol) = 0.8

=====

Computed, not measured: a structure of composition C8H14BeN3O4, with wB97M-V/def2-TZVPD.

The geometry in XYZ format:
```
30
Properties=species:S:1:pos:R:3:forces:R:3:nbo_charge:R:1
C 2.61140 1.19037 -1.59724 -0.3539 0.0376 -0.1824 -0.86
Be -1.33930 -0.26215 -2.45618 0.3710 -0.0102 0.0553 1.22
N -1.36146 -1.97010 -2.26922 -0.0135 -0.5226 0.7850 -1.31
N -0.58358 0.10950 -3.92686 0.3993 0.7345 -0.8389 -1.32
H -2.25890 -2.41066 -2.01454 0.4016 0.2314 -0.2389 0.42
H 2.87209 0.13270 -1.51125 -0.0658 0.1366 0.0370 0.21
H 2.83877 1.70374 -0.65981 -0.1064 -0.1123 -0.1375 0.23
H 1.53284 1.28862 -1.82252 0.5294 -0.0517 0.2577 0.22
H 3.19239 1.63457 -2.40807 -0.0175 -0.0131 0.0633 0.20
H -1.16532 0.42388 -4.72226 0.2146 -0.3614 0.5297 0.41
H -0.06384 -0.72045 -4.26538 -0.1143 0.0764 -0.1485 0.33
H 0.11644 0.86043 -3.76843 -0.3901 -0.3612 0.0230 0.41
H -0.96722 -2.50365 -3.06679 -0.2877 0.2003 -0.0127 0.33
H -0.71933 -2.14945 -1.47276 -0.3255 0.0522 -0.1898 0.41
O -2.07618 2.22940 -0.21545 0.0198 -0.2978 -0.4582 -0.64
C -1.35606 1.25055 -0.22331 0.6601 -0.4814 0.9408 0.79
O -0.96387 0.64243 -1.37330 -0.5419 0.3776 0.3499 -1.12
C -0.78499 0.65684 1.02609 -0.4355 0.2942 -0.8463 -0.30
C 0.12844 -0.42251 1.03518 0.3060 -0.2160 0.7898 -0.15
C 0.63185 -0.91935 2.23518 -0.0586 -0.0146 -0.5017 -0.26
C 0.21348 -0.35265 3.46177 0.3736 -0.3892 1.3094 0.02
C -0.69797 0.72665 3.46803 -0.5042 0.4662 -0.7185 -0.25
C -1.18930 1.21310 2.25772 0.3610 -0.1834 1.1119 -0.17
N 0.68652 -0.85027 4.71651 -0.6845 0.7654 -1.6333 0.42
O 1.50053 -1.80252 4.72937 0.2679 -0.3284 -0.0432 -0.55
O 0.25808 -0.30088 5.76300 0.0291 -0.0139 0.2700 -0.55
H 0.48425 -0.86519 0.10427 -0.1129 0.1985 0.1354 0.18
H 1.35232 -1.73846 2.26874 -0.2649 0.2708 -0.0580 0.23
H -1.00274 1.15561 4.42572 0.1396 -0.2142 -0.4311 0.24
H -1.88932 2.04991 2.28178 0.2040 -0.2705 -0.2191 0.22
```
Positions in Å, forces in eV/Å.

Output
- E (Eh) = -793.243453
- total charge = -1
- Kohn-Sham gap (spin up / spin down) (Ha) = 0.1531 / 0.1498

=====

Computed, not measured: the ion C5H11N4 with charge +1, with wB97M-V/def2-TZVPD.

The geometry in XYZ format:
```
20
Properties=species:S:1:pos:R:3:forces:R:3:nbo_charge:R:1
C 0.75562 -1.98975 -0.09781 -0.7640 -0.3837 -0.2748 0.09
C 1.66702 -0.90037 0.07084 0.6450 0.9500 0.2424 0.00
C -1.34236 -1.00082 0.58515 -1.0087 1.2228 1.6409 0.25
C 2.28465 1.30250 0.50273 0.6281 0.4079 0.1430 -0.45
C -1.36224 0.61134 -1.23131 0.2379 0.3835 -0.6549 -0.45
N -0.55341 -1.93766 0.01875 1.1497 -0.6063 -0.8550 -0.45
N 1.30202 0.29372 0.33156 -0.8884 -1.1109 -0.2217 -0.33
N -2.57536 0.92101 0.76512 -0.8702 0.5429 0.4266 -0.60
N -1.70064 0.11737 0.09112 0.5568 -1.0909 -0.4896 -0.11
H 1.18625 -2.95706 -0.31200 -0.1965 -0.1190 -0.0069 0.23
H 2.72296 -1.17101 -0.04169 -0.0658 0.0209 0.0292 0.19
H 2.22159 1.66240 1.53209 0.0335 0.0488 -0.0211 0.24
H 3.30602 0.96319 0.29824 -0.0321 0.0446 0.0222 0.19
H 2.03822 2.14790 -0.14076 0.0431 0.0267 0.0138 0.23
H -0.49668 1.27059 -1.14659 -0.0667 -0.0150 0.0776 0.24
H -1.10321 -0.21411 -1.88891 -0.0154 -0.0415 0.0820 0.23
H -2.20879 1.15456 -1.64624 -0.0299 -0.1017 0.0547 0.24
H -1.04028 -2.83284 -0.06774 0.1549 0.1172 -0.0463 0.46
H -2.70664 0.64846 1.73241 0.2385 -0.1333 -0.1282 0.40
H -2.39474 1.91057 0.64502 0.2500 -0.1629 -0.0340 0.39
```
Positions in Å, forces in eV/Å.

Output
- E (Eh) = -415.760777
- total charge = +1
- Kohn-Sham gap (spin up / spin down) (Ha) = 0.2801 / 0.2802
- ΔE to the lowest compared entry with this formula, charge and spin (kcal/mol) = 101.9

=====

Computed, not measured: a structure of composition C17H20N2O3RuS2, with wB97M-V/def2-TZVPD.

The geometry in XYZ format:
```
45
Properties=species:S:1:pos:R:3:forces:R:3:nbo_charge:R:1
Ru -0.16045 -1.30087 -0.78442 -0.6119 1.6293 -0.8104 1.04
C 1.44396 -5.82775 0.60930 -0.1999 0.0748 -0.6716 -0.66
C 1.29712 -4.39620 0.16074 1.8748 -0.0069 0.8006 0.27
O 0.04930 -3.84284 0.60184 0.2683 -0.0992 -1.7328 -0.49
C 2.47116 -3.66841 -0.12822 -1.9355 -0.4242 -0.0231 -0.29
C 2.71314 -2.25444 -0.16613 0.7442 -1.5774 0.3408 0.19
C 4.06447 -1.82170 0.32734 0.1819 1.5566 -0.8713 -0.67
N 1.77705 -1.31610 -0.43611 -0.0370 1.7147 -0.0020 -0.41
N 2.21646 -0.02615 -0.46504 0.6209 0.0489 0.4310 -0.36
C 1.29821 0.91288 -0.36718 2.2228 0.0845 -0.5814 0.42
O 0.03836 0.68652 -0.29851 -0.9797 0.2660 0.1634 -0.78
C 1.77327 2.28599 -0.38234 -0.8833 -1.3237 0.2063 -0.09
C 3.08243 2.70527 -0.52252 0.0004 -1.7684 0.0258 -0.08
C 3.43378 4.01966 -0.24098 0.0717 1.4194 0.0066 0.02
C 2.45873 4.95865 0.06491 0.1130 1.3258 0.1637 -0.33
C 1.12846 4.58290 -0.02589 1.1576 2.7681 0.7044 -0.04
C 0.78835 3.26963 -0.23967 -0.9220 -1.3540 -0.8057 -0.04
H 0.61003 -6.53047 0.43003 0.2764 0.6374 -0.1684 0.23
H 1.69198 -5.87706 1.65875 -0.1311 0.1294 0.5604 0.23
H 2.33295 -6.16351 0.10028 0.1691 -0.5876 -0.2115 0.23
H 3.32915 -4.36205 -0.29154 -0.5756 0.9583 0.3360 0.24
H 4.85907 -2.33311 -0.21568 0.0148 -0.2698 0.2082 0.23
H 4.14323 -2.00761 1.40490 0.1384 0.0657 -0.2084 0.23
H 4.19536 -0.72135 0.10003 -0.0415 -1.3793 0.5536 0.25
H 3.87440 2.01641 -0.77022 -0.1263 -0.2863 -0.1366 0.25
H 4.47664 4.28300 -0.32304 0.1065 0.2153 0.1825 0.23
H 2.75916 5.98650 0.30542 -0.3042 -0.5229 -0.1907 0.25
H 0.35960 5.34610 0.09326 0.1099 -0.2420 -0.0037 0.24
H -0.25610 3.03134 -0.40659 0.1068 -0.3082 0.1701 0.24
O -2.35538 -0.01035 -1.00455 -0.5113 -0.9389 -0.6605 -1.03
S -2.85295 1.37678 -0.75428 -0.5929 0.9299 0.8085 1.23
C -4.67939 1.50240 -1.17447 0.6488 -0.9623 0.5211 -0.58
C -5.49070 1.03910 0.05842 0.0794 -0.0787 -0.1106 -0.41
C -4.52575 0.45842 1.10695 -0.0628 -0.1462 -0.4281 -0.42
C -3.27491 1.31750 1.01741 0.9583 0.8666 0.4042 -0.60
H -4.79266 0.82122 -2.01696 -0.0464 0.2128 -0.1440 0.25
H -4.92633 2.52508 -1.43996 0.2913 0.0632 -0.2662 0.24
H -6.21925 0.28563 -0.26678 0.0121 0.3285 0.2868 0.23
H -6.00001 1.91277 0.46544 -0.1943 -0.1505 0.0412 0.21
H -4.27458 -0.56078 0.78364 0.0993 0.1629 0.2754 0.22
H -4.95663 0.40004 2.11421 0.1309 0.1432 -0.2735 0.24
H -2.35770 0.94237 1.50560 -0.4740 -0.1637 -0.2084 0.25
H -3.35953 2.37092 1.38400 -0.4212 -0.6953 -0.3305 0.23
S -1.74266 -2.94441 -1.19868 -3.6995 -0.8238 -2.2020 0.28
C -0.44082 -3.07195 -0.37270 2.3530 -1.4920 3.8508 0.07
```
Positions in Å, forces in eV/Å.

Output
- E (Eh) = -1885.738734
- spin multiplicity = 6
- total charge = +1
- ⟨S²⟩ = 8.888
- Kohn-Sham gap (spin up / spin down) (Ha) = 0.1805 / 0.1268
- ΔE to the lowest compared entry with this formula, charge and spin (kcal/mol) = 23.8